1.
DFT (ωB97M-V/def2-TZVPD) results for a 11-piece molecular cluster, C44H96F14N11O28S14 overall at a distorted geometry.

Structure (XYZ):
```
207
Properties=species:S:1:pos:R:3
C -1.695 -2.303 5.647
C -0.182 -2.387 5.849
C 0.503 -3.168 4.802
C 1.866 -2.786 4.343
N 2.638 -3.611 3.373
C 2.606 -5.175 3.678
C 1.256 -5.654 3.013
C 1.088 -4.867 1.665
C 1.876 -3.608 2.000
C 4.085 -3.099 3.246
C 4.958 -3.410 4.561
C 6.426 -3.004 4.383
H -2.199 -1.680 6.385
H -2.075 -3.313 5.802
H -2.011 -2.058 4.633
H 0.047 -2.734 6.857
H 0.201 -1.367 5.882
H -0.079 -3.169 3.880
H 0.503 -4.204 5.139
H 2.457 -2.852 5.256
H 1.964 -1.761 3.987
H 3.398 -5.712 3.156
H 2.724 -5.512 4.708
H 1.369 -6.728 2.864
H 0.325 -5.452 3.542
H 1.612 -5.399 0.872
H 0.079 -4.582 1.367
H 2.544 -3.368 1.173
H 1.253 -2.716 1.936
H 3.874 -2.034 3.143
H 4.580 -3.435 2.335
H 4.921 -4.459 4.855
H 4.660 -2.813 5.422
H 7.055 -3.353 5.202
H 6.495 -1.928 4.220
H 6.797 -3.443 3.457
C -2.231 -2.355 1.274
C -2.134 -0.880 1.119
C -1.709 -0.286 -0.222
C -1.575 1.238 -0.295
N -0.710 1.697 -1.554
C -0.749 3.229 -1.810
C -1.635 3.372 -3.078
C -1.093 2.161 -3.879
C -1.101 1.035 -2.932
C 0.795 1.385 -1.242
C 1.345 2.134 -0.023
C 2.855 1.965 0.207
H -2.883 -2.768 0.504
H -2.658 -2.670 2.227
H -1.282 -2.863 1.100
H -1.531 -0.616 1.987
H -3.155 -0.509 1.216
H -2.437 -0.701 -0.918
H -0.747 -0.753 -0.434
H -1.254 1.716 0.630
H -2.525 1.732 -0.499
H 0.239 3.625 -2.048
H -1.060 3.823 -0.951
H -1.372 4.265 -3.646
H -2.699 3.453 -2.855
H -0.085 2.184 -4.292
H -1.815 1.989 -4.678
H -0.401 0.249 -3.214
H -2.098 0.592 -2.933
H 1.318 1.497 -2.191
H 0.843 0.297 -1.265
H 0.900 1.709 0.877
H 1.070 3.187 0.036
H 3.126 0.925 0.025
H 3.241 2.215 1.195
H 3.328 2.653 -0.494
C -4.253 -0.433 4.855
C -5.585 -0.095 4.107
C -5.562 1.102 3.053
C -6.867 1.174 2.187
N -6.823 2.240 0.977
C -5.683 1.954 0.021
C -6.124 2.609 -1.315
C -7.621 2.418 -1.385
C -8.107 2.170 0.083
C -6.512 3.704 1.564
C -7.638 4.207 2.544
C -7.296 5.583 3.106
H -3.939 0.286 5.612
H -3.421 -0.437 4.151
H -4.392 -1.368 5.397
H -6.294 0.195 4.882
H -6.094 -0.947 3.656
H -4.754 0.935 2.341
H -5.277 2.024 3.560
H -7.751 1.245 2.821
H -7.053 0.222 1.691
H -4.762 2.323 0.471
H -5.707 0.866 -0.046
H -5.698 3.610 -1.379
H -5.731 2.143 -2.219
H -8.103 3.295 -1.816
H -7.968 1.645 -2.070
H -8.707 3.006 0.443
H -8.553 1.190 0.248
H -6.555 4.355 0.691
H -5.477 3.653 1.903
H -7.655 3.515 3.386
H -8.685 4.058 2.278
H -7.064 6.261 2.285
H -6.459 5.548 3.803
H -8.105 6.052 3.665
C -2.688 -2.295 -6.808
C -2.054 -0.925 -6.468
C -0.729 -0.644 -7.005
C 0.461 -1.174 -6.189
N 1.788 -1.387 -6.964
C 3.006 -1.426 -5.957
C 3.099 0.058 -5.497
C 2.749 0.819 -6.679
C 2.167 -0.090 -7.714
C 1.891 -2.559 -7.888
C 1.469 -3.980 -7.239
C 1.806 -5.126 -8.185
H -2.084 -3.103 -6.396
H -2.696 -2.300 -7.898
H -3.694 -2.286 -6.389
H -2.160 -0.803 -5.390
H -2.752 -0.142 -6.766
H -0.581 0.434 -7.070
H -0.829 -1.147 -7.966
H 0.322 -2.126 -5.678
H 0.516 -0.438 -5.386
H 3.793 -1.888 -6.553
H 2.714 -2.006 -5.082
H 4.093 0.440 -5.264
H 2.674 0.406 -4.555
H 3.590 1.404 -7.050
H 2.020 1.576 -6.387
H 2.869 -0.217 -8.538
H 1.282 0.402 -8.119
H 2.913 -2.532 -8.265
H 1.121 -2.147 -8.542
H 0.405 -3.910 -7.012
H 1.908 -3.852 -6.249
H 1.349 -5.017 -9.169
H 1.252 -5.965 -7.763
H 2.861 -5.397 -8.215
N 5.014 1.692 5.122
S 4.382 0.949 6.364
O 3.763 -0.335 6.114
O 3.828 1.810 7.443
F 5.796 0.579 7.027
S 3.448 2.072 4.635
O 2.793 3.145 5.388
O 2.588 1.097 3.933
F 4.143 2.823 3.400
N 7.114 0.507 2.299
S 6.055 0.052 1.283
O 5.739 -1.358 1.355
O 5.836 0.789 0.052
F 4.848 0.685 2.136
S 8.440 -0.164 1.487
O 8.890 0.440 0.249
O 8.614 -1.605 1.603
F 9.471 0.423 2.517
N -3.259 4.111 0.790
S -2.149 4.102 2.043
O -2.521 4.917 3.199
O -0.709 3.985 1.763
F -2.400 2.589 2.640
S -3.409 5.590 0.729
O -2.251 6.414 0.271
O -4.317 6.273 1.689
F -4.361 5.647 -0.606
N -5.109 -6.136 3.532
S -4.412 -7.115 4.683
O -4.580 -6.802 6.062
O -3.253 -7.864 4.157
F -5.423 -8.320 4.509
S -4.243 -4.937 3.829
O -2.788 -5.114 3.790
O -4.792 -4.036 4.880
F -4.550 -4.122 2.491
N 1.548 -1.519 -2.841
S 0.934 -3.136 -2.670
O 1.283 -4.051 -1.587
O 0.901 -3.780 -3.961
F -0.702 -2.821 -2.262
S 2.687 -1.653 -1.847
O 3.842 -2.455 -2.154
O 2.143 -1.557 -0.480
F 3.385 -0.273 -2.056
N 7.353 3.767 2.976
S 8.701 4.827 3.040
O 8.530 6.018 3.869
O 9.608 5.035 1.925
F 9.469 3.684 3.893
S 7.068 4.161 1.518
O 7.827 3.431 0.507
O 6.856 5.579 1.251
F 5.598 3.485 1.315
N 2.974 5.534 -5.021
S 1.462 5.450 -5.100
O 0.681 6.149 -4.037
O 0.943 4.172 -5.555
F 1.159 6.444 -6.329
S 3.196 4.427 -3.794
O 3.364 3.101 -4.280
O 2.597 4.614 -2.479
F 4.745 4.830 -3.533
```

Highest occupied orbital energy (eV): -1.85
Molar mass (g/mol): 1942.2
Gap between HOMO and LUMO (Ha): 0.1729
Charge: -3
Maximum force (eV/Å): 11.58

2.
DFT (ωB97M-V/def2-TZVPD) results for C5H5BrO2 in the gas phase at a distorted geometry.

Structure (XYZ):
```
13
Properties=species:S:1:pos:R:3
C 0.065 0.261 -1.626
C -0.577 0.736 0.970
C 0.555 -0.809 -0.723
C 1.048 0.639 -0.609
C -0.570 -0.742 0.722
O -0.710 0.416 -2.485
O 0.673 1.335 0.544
Br 0.219 -1.655 2.227
H -1.297 0.951 0.181
H -0.932 0.865 1.937
H 1.031 -1.759 -0.681
H 2.003 0.960 -0.920
H -1.510 -1.198 0.463
```

Highest occupied orbital energy (eV): -9.40
Molar mass (g/mol): 177.0
Gap between HOMO and LUMO (Ha): 0.3511
Charge: 0
SMILES: O=C1[C@H]2[C@@H]1OC[C@@H]2Br
Relative energy (zero: lowest compared OMol25 entry of this formula, charge and spin) (kcal per mole): 67.33
Maximum force (eV/Å): 4.23

3.
DFT (ωB97M-V/def2-TZVPD) results for a 7-piece molecular cluster, C22H36BF3O29P3 overall at a distorted geometry.

Structure (XYZ):
```
94
Properties=species:S:1:pos:R:3
O -5.864 12.802 14.840
C -7.067 12.690 14.975
O -7.861 13.700 15.236
B -9.233 13.246 15.217
O -9.145 11.783 14.889
C -7.951 11.436 14.757
O -7.472 10.339 14.454
O -10.030 14.037 14.282
C -11.054 14.592 14.908
O -11.961 15.281 14.487
C -10.941 14.093 16.397
O -9.833 13.489 16.476
O -11.834 14.250 17.260
C -11.583 7.268 10.730
O -12.928 7.408 10.623
P -13.619 8.830 10.719
O -15.010 8.984 10.104
O -13.437 9.182 12.289
C -13.704 8.217 13.248
O -12.600 9.859 9.964
C -13.054 11.199 9.630
H -10.878 8.098 10.767
H -11.407 6.597 9.889
H -11.643 6.645 11.622
H -14.192 7.335 12.831
H -14.351 8.655 14.008
H -12.780 7.949 13.760
H -12.544 11.690 8.801
H -13.106 11.880 10.479
H -14.089 11.012 9.344
C 4.600 13.080 16.162
O 3.595 13.971 15.874
P 2.977 14.971 17.042
O 3.701 16.192 17.206
O 1.461 15.053 16.514
C 1.307 15.176 15.120
O 2.876 14.061 18.400
C 2.345 14.659 19.538
H 4.544 12.218 15.498
H 4.714 12.745 17.193
H 5.617 13.473 16.152
H 0.486 15.848 14.869
H 1.116 14.262 14.558
H 2.213 15.600 14.685
H 3.267 15.006 20.006
H 1.910 13.943 20.236
H 1.725 15.548 19.427
C -5.072 11.515 27.011
O -4.750 12.039 25.667
P -5.673 11.479 24.444
O -5.685 9.954 24.358
O -7.183 12.133 24.681
C -8.060 11.876 23.628
O -5.136 12.249 23.160
C -5.397 13.602 22.934
H -4.127 11.191 27.447
H -5.699 10.624 27.026
H -5.358 12.156 27.845
H -8.324 10.820 23.569
H -7.647 12.148 22.656
H -8.951 12.472 23.830
H -5.823 13.714 21.937
H -4.572 14.311 22.991
H -6.137 13.983 23.639
C -13.077 23.735 13.574
C -13.061 22.876 14.824
O -14.394 23.070 15.433
C -14.944 24.159 14.753
O -15.988 24.671 15.032
O -14.065 24.631 13.836
F -12.040 23.074 15.538
H -13.421 23.147 12.723
H -12.129 24.228 13.355
H -12.825 21.888 14.429
C -19.196 15.173 12.662
C -18.779 14.607 11.375
O -18.961 15.672 10.477
C -19.143 16.832 11.149
O -19.002 17.948 10.623
O -19.347 16.594 12.368
F -19.590 13.617 10.941
H -18.454 14.937 13.425
H -20.065 14.722 13.143
H -17.763 14.222 11.468
C 0.391 7.880 15.132
C -0.879 7.293 15.351
O -0.912 7.017 16.737
C 0.331 6.745 17.067
O 0.792 6.235 18.043
O 1.142 7.288 16.115
F -1.265 6.409 14.508
H 0.505 8.960 15.232
H 0.744 7.573 14.148
H -1.510 8.177 15.257
```

Highest occupied orbital energy (eV): -7.34
Molar mass (g/mol): 925.2
Gap between HOMO and LUMO (Ha): 0.3250
Charge: -1
Maximum force (eV/Å): 7.12

4.
DFT (ωB97M-V/def2-TZVPD) results for C3H10N5 as an isolated structure at a distorted geometry.

Structure (XYZ):
```
18
Properties=species:S:1:pos:R:3
C 1.900 0.996 0.262
C 0.966 -2.067 0.247
C 0.780 3.042 -0.453
N 1.148 -0.555 0.393
N 0.003 -0.267 -0.097
N -0.208 0.909 -0.415
N 0.900 1.656 -0.166
N -2.171 -1.416 0.178
H 1.660 -2.570 1.071
H 1.013 -2.410 -0.839
H 0.005 -2.123 0.654
H -0.312 3.466 -0.362
H 1.462 3.621 0.264
H 1.150 3.195 -1.533
H -1.120 -0.993 0.135
H -2.606 -0.587 -0.081
H -2.225 -1.659 1.165
H -2.346 -2.240 -0.424
```

Highest occupied orbital energy (eV): -13.55
Molar mass (g/mol): 116.1
Gap between HOMO and LUMO (Ha): 0.3739
Charge: +1
Relative energy (zero: lowest compared OMol25 entry of this formula, charge and spin) (kcal per mole): 147.81
Maximum force (eV/Å): 5.17

5.
DFT (ωB97M-V/def2-TZVPD) results for a 2-piece molecular cluster, C4H8O2 overall at a distorted geometry.

Structure (XYZ):
```
14
Properties=species:S:1:pos:R:3
C -0.663 2.130 -0.966
C -1.120 1.343 -2.041
O -0.702 0.152 -2.250
H -1.141 3.081 -0.771
H 0.046 1.712 -0.267
H -1.730 1.777 -2.827
H -0.105 -0.124 -1.513
C 1.282 -0.627 2.711
C 0.372 -1.082 1.856
O 0.637 -1.776 0.706
H 0.972 -0.290 3.683
H 2.334 -0.602 2.457
H -0.663 -0.797 1.975
H 1.497 -1.569 0.324
```

Highest occupied orbital energy (spin up / spin down) (eV): -12.53 / -12.52
Molar mass (g/mol): 88.1
Gap between HOMO and LUMO (spin up / spin down) (Ha): 0.2715 / 0.1368
Charge: +1
Relative energy (zero: lowest compared OMol25 entry of this formula, charge and spin) (kcal per mole): 36.68
Maximum force (eV/Å): 1.34
Spin multiplicity: 2

6.
DFT (ωB97M-V/def2-TZVPD) results for C10H13P in the gas phase at a distorted geometry.

Structure (XYZ):
```
24
Properties=species:S:1:pos:R:3
C 0.162 -0.860 -2.960
C -0.614 -1.805 -2.487
C 0.908 0.000 -2.025
C 0.680 1.619 -0.071
C -1.119 -1.595 -1.059
C 0.422 1.067 1.122
C 0.332 -0.439 1.523
C -1.039 -1.125 1.476
C 0.440 1.058 -1.446
C 0.411 1.883 2.352
P -1.092 -2.693 0.253
H 0.347 -0.791 -4.020
H -1.022 -2.464 -3.264
H 1.740 -0.549 -1.580
H 1.011 2.610 -0.195
H -1.100 -0.602 -1.022
H 1.027 -1.080 0.955
H 0.711 -0.412 2.580
H -1.318 -1.383 2.451
H -1.835 -0.500 1.152
H -0.462 1.601 -1.884
H -0.186 1.622 3.292
H 0.101 2.936 2.086
H 1.496 1.903 2.769
```

Highest occupied orbital energy (eV): -8.50
Molar mass (g/mol): 164.2
Gap between HOMO and LUMO (Ha): 0.3097
Charge: 0
SMILES: C/C1=C/C=C/C=C\C=P\CC1
Relative energy (zero: lowest compared OMol25 entry of this formula, charge and spin) (kcal per mole): 65.07
Maximum force (eV/Å): 6.40

7.
DFT (ωB97M-V/def2-TZVPD) results for a 2-piece molecular cluster, C6H12I2OSi overall at a distorted geometry.

Structure (XYZ):
```
22
Properties=species:S:1:pos:R:3
C 2.369 0.085 -2.575
C 3.515 0.441 -2.090
C -2.310 -0.566 1.046
C -1.274 -0.143 -0.035
C -0.168 0.586 0.716
C 0.811 -0.337 1.573
O 1.548 -1.186 0.868
Si 4.091 0.186 -0.319
I 3.669 2.136 1.128
I 6.252 -0.847 0.162
H 2.266 0.265 -3.633
H 1.686 -0.159 -1.792
H 4.151 0.722 -2.947
H -3.027 0.272 1.264
H -2.669 -1.491 0.676
H -1.851 -0.812 1.940
H -1.004 -0.949 -0.573
H -1.895 0.433 -0.639
H 0.574 1.245 0.063
H -0.485 1.387 1.397
H 1.428 0.363 2.244
H 0.441 -1.085 2.352
```

Highest occupied orbital energy (spin up / spin down) (eV): -7.85 / -7.84
Molar mass (g/mol): 382.1
Gap between HOMO and LUMO (spin up / spin down) (Ha): 0.2141 / 0.2138
Charge: 0
Relative energy (zero: lowest compared OMol25 entry of this formula, charge and spin) (kcal per mole): 41.68
Maximum force (eV/Å): 4.95

8.
DFT (ωB97M-V/def2-TZVPD) results for C16H38ClLaNPY as an isolated structure at a distorted geometry.

Structure (XYZ):
```
59
Properties=species:S:1:pos:R:3
La 0.927 1.772 -6.258
Cl 0.962 -0.384 -4.818
C 2.873 2.957 -6.749
C -1.121 2.533 -7.064
H 2.638 3.851 -7.327
H 3.281 3.172 -5.725
H 3.500 2.213 -7.307
H -0.994 3.467 -7.610
H -1.716 2.640 -6.117
H -1.487 1.683 -7.698
Y 0.371 0.618 -1.741
C 2.617 0.428 -2.122
C 0.252 2.580 -0.626
H 3.062 1.249 -2.673
H 3.094 0.234 -1.168
H 2.651 -0.465 -2.744
H -0.654 3.098 -0.331
H 1.020 3.228 -0.222
C 1.824 1.025 2.192
C 0.394 0.647 2.646
C 0.442 0.181 4.112
C -0.466 1.920 2.634
P -0.309 -0.731 1.436
N 0.321 -0.485 0.031
C 0.320 -2.498 1.983
C -0.249 -2.974 3.336
C -0.074 -3.565 0.937
C 1.864 -2.474 2.080
C -2.210 -0.647 0.932
C -2.484 -1.539 -0.307
C -3.085 -1.120 2.101
C -2.627 0.781 0.543
H 2.220 1.813 2.851
H 1.798 1.412 1.164
H 2.501 0.165 2.244
H 0.755 1.030 4.742
H -0.556 -0.117 4.465
H 1.148 -0.633 4.288
H -0.548 2.339 1.638
H -1.466 1.735 3.079
H 0.018 2.683 3.272
H -1.339 -3.075 3.309
H 0.165 -3.980 3.548
H 0.029 -2.329 4.168
H 0.234 -3.241 -0.070
H 0.448 -4.502 1.167
H -1.146 -3.767 0.936
H 2.287 -2.130 1.121
H 2.230 -1.835 2.883
H 2.226 -3.493 2.266
H -2.303 -2.592 -0.121
H -3.534 -1.396 -0.620
H -1.844 -1.230 -1.155
H -2.913 -0.521 3.009
H -4.146 -0.992 1.833
H -2.935 -2.179 2.343
H -2.591 1.476 1.383
H -2.005 1.209 -0.262
H -3.671 0.754 0.163
```

Highest occupied orbital energy (spin up / spin down) (eV): -4.41 / -1.37
Molar mass (g/mol): 538.7
Gap between HOMO and LUMO (spin up / spin down) (Ha): 0.2454 / 0.1369
Charge: -1
Maximum force (eV/Å): 2.99

| no. | energy (eV) |
| --- | --- |
| 1 | -310629.585 |
| 2 | -79399.762 |
| 3 | -119480.360 |
| 4 | -10711.013 |
| 5 | -8361.637 |
| 6 | -19864.520 |
| 7 | -32539.275 |
| 8 | -42408.247 |